Formula: C37H43F2N7O7S2
Source: the Open Molecules 2025 dataset
Level of theory: ωB97M-V/def2-TZVPD

Geometry as XYZ:
```
98
C37H43F2N7O7S2 | the Open Molecules 2025 dataset | ωB97M-V/def2-TZVPD
S 15.59 9.01 0.21
S 13.63 8.35 1.55
F 12.40 9.07 2.22
F 16.03 10.34 -0.58
O 19.02 5.72 -0.13
O 17.18 5.84 -1.47
O 12.98 7.50 0.59
O 14.32 7.71 2.62
O 16.77 8.80 1.00
O 18.84 7.29 -1.72
O 15.41 8.10 -0.89
N 24.21 3.77 6.37
N 21.18 7.97 1.75
N 9.84 4.71 3.35
N 14.97 3.31 -1.15
N 14.30 9.63 0.87
N 22.76 1.89 1.59
N 21.44 6.46 -3.50
C 22.94 1.00 2.76
C 23.81 2.53 1.04
C 23.63 3.34 -0.06
C 23.12 7.37 2.96
C 20.99 6.36 3.45
C 21.13 4.29 -2.61
C 21.52 2.04 1.08
C 13.49 2.51 0.52
C 14.28 4.46 -1.22
C 20.60 8.84 0.71
C 10.63 3.26 1.66
C 16.22 3.11 -1.93
C 23.24 3.32 5.56
C 14.58 2.35 -0.28
C 20.79 5.29 -3.49
C 20.42 7.14 2.47
C 12.80 3.72 0.49
C 24.72 2.84 7.44
C 22.40 6.74 -2.63
C 22.36 3.60 -0.56
C 22.36 6.44 3.68
C 11.89 5.19 2.29
C 9.70 3.59 2.61
C 8.74 5.11 4.26
C 20.99 7.46 -4.50
C 22.50 8.07 1.97
C 22.61 4.16 4.66
C 11.77 4.04 1.51
C 23.97 5.94 5.52
C 22.11 4.55 -1.66
C 10.94 5.46 3.25
C 18.42 6.32 -1.06
C 21.31 2.88 0.01
C 24.59 5.05 6.37
C 23.01 5.49 4.63
C 22.78 5.77 -1.73
C 13.16 4.66 -0.44
H 20.14 5.09 -4.33
H 24.50 3.81 -0.51
H 24.17 7.50 3.18
H 19.57 8.56 0.50
H 12.69 5.91 2.15
H 19.37 7.15 2.19
H 15.15 1.43 -0.30
H 17.06 3.31 -1.28
H 10.47 2.33 1.13
H 22.69 0.00 2.40
H 21.83 3.77 4.03
H 22.88 7.70 -2.69
H 25.21 1.98 6.99
H 20.40 5.65 4.01
H 22.18 1.20 3.51
H 7.83 5.25 3.67
H 20.58 3.36 -2.63
H 20.76 1.52 1.63
H 20.29 2.96 -0.36
H 24.79 2.31 1.43
H 24.33 6.96 5.55
H 25.36 3.42 8.10
H 9.03 6.01 4.78
H 13.23 1.75 1.25
H 25.46 5.32 6.94
H 17.14 6.45 -2.23
H 23.02 8.84 1.41
H 23.94 1.07 3.17
H 19.92 7.63 -4.35
H 12.64 5.61 -0.51
H 21.22 7.13 -5.51
H 23.85 2.49 7.99
H 8.55 4.30 4.96
H 8.83 2.99 2.83
H 22.95 2.29 5.67
H 10.98 6.32 3.90
H 23.50 6.04 -0.97
H 16.25 2.04 -2.14
H 20.58 9.87 1.06
H 21.48 8.42 -4.34
H 14.70 5.27 -1.81
H 16.23 3.75 -2.80
H 21.14 8.67 -0.22
```

Computed properties:
* orbital gap: 4.73 eV
* HOMO level: -15.6 eV
* energy above the lowest of the compared OMol25 structures with the same formula, charge and spin: 85.8 kJ/mol
* LUMO level: -10.8 eV
* net charge: +4

=====

Formula: C2H2FNP2
Source: the Open Molecules 2025 dataset
Level of theory: ωB97M-V/def2-TZVPD

Geometry as XYZ:
```
8
C2H2FNP2 | the Open Molecules 2025 dataset | ωB97M-V/def2-TZVPD
P -3.10 -0.55 1.86
P -0.14 0.15 1.22
F -0.02 0.84 2.72
N -1.64 -0.40 1.40
C 0.63 -0.21 -1.89
C 1.82 -0.09 -1.80
H -0.38 0.05 -1.78
H 2.84 0.22 -1.73
```

Computed properties:
* orbital gap (spin up / spin down): 6.13 / 6.13 eV
* HOMO level (spin up / spin down): -7.4 / -7.4 eV
* energy above the lowest of the compared OMol25 structures with the same formula, charge and spin: 89.3 kJ/mol
* LUMO level (spin up / spin down): -1.2 / -1.2 eV

=====

Formula: C5H12NO2
Source: the Open Molecules 2025 dataset
Level of theory: ωB97M-V/def2-TZVPD

Geometry as XYZ:
```
20
C5H12NO2 | the Open Molecules 2025 dataset | ωB97M-V/def2-TZVPD
O 1.72 0.29 -2.47
O 2.28 2.00 -0.91
N -0.32 -0.02 0.66
C -2.26 -1.14 1.56
C 0.52 0.51 -0.38
C 1.19 -0.43 -1.40
C -1.61 -0.59 0.30
C 1.57 1.54 0.18
H 0.20 -0.70 1.20
H -2.17 0.24 -0.13
H -0.02 1.19 -1.06
H 2.01 -0.99 -0.89
H 0.51 -1.22 -1.76
H 1.04 2.36 0.66
H -1.93 -2.16 1.78
H -1.95 -0.56 2.43
H -3.35 -1.21 1.58
H -1.60 -1.38 -0.47
H 1.99 1.25 -1.83
H 2.19 1.02 0.94
```

Computed properties:
* orbital gap: 6.79 eV
* HOMO level: -3.2 eV
* energy above the lowest of the compared OMol25 structures with the same formula, charge and spin: 266.8 kJ/mol
* LUMO level: 3.6 eV
* net charge: -1

=====

Formula: C20H14N2O3
Source: the Open Molecules 2025 dataset
Level of theory: ωB97M-V/def2-TZVPD

Geometry as XYZ:
```
39
C20H14N2O3 | the Open Molecules 2025 dataset | ωB97M-V/def2-TZVPD
O -2.33 0.56 1.84
O -1.85 -0.78 3.54
O 1.20 2.15 -1.03
N -2.57 3.19 -3.79
N 4.59 1.61 2.27
C -1.87 -3.13 1.83
C 2.95 0.00 2.13
C -0.62 0.57 -1.12
C -0.62 -4.01 -0.04
C -2.42 0.99 -2.78
C -2.01 -0.62 2.33
C -0.67 -1.53 0.31
C -1.92 2.23 -3.03
C 3.48 1.19 1.69
C -1.49 -1.75 1.52
C 1.22 0.21 0.35
C 1.76 1.44 -0.06
C 2.91 1.86 0.62
C -1.36 -4.24 1.06
C -0.63 2.54 -2.55
C 1.82 -0.54 1.46
C -0.06 1.81 -1.50
C -0.29 -2.68 -0.37
C -1.85 0.18 -1.75
C -0.11 -0.27 -0.14
H -2.40 -3.31 2.68
H 4.87 1.24 3.16
H 1.48 -1.58 1.87
H -1.71 -5.25 1.42
H -0.16 -4.84 -0.50
H -2.05 3.94 -4.26
H -3.58 3.19 -3.76
H -0.22 3.61 -2.71
H 0.30 -2.53 -1.21
H 5.11 2.39 1.87
H 3.32 2.78 0.22
H 3.49 -0.58 2.92
H -2.29 -0.71 -1.36
H -3.40 0.70 -3.12
```

Computed properties:
* orbital gap: 5.36 eV
* HOMO level: -7.0 eV
* energy above the lowest of the compared OMol25 structures with the same formula, charge and spin: 192.9 kJ/mol
* LUMO level: -1.6 eV

=====

Formula: C10H13Cl6Ge2HfO5S2Se
Source: the Open Molecules 2025 dataset
Level of theory: ωB97M-V/def2-TZVPD

Geometry as XYZ:
```
40
C10H13Cl6Ge2HfO5S2Se | the Open Molecules 2025 dataset | ωB97M-V/def2-TZVPD
Hf 0.50 -0.95 0.25
Se -1.59 0.12 -0.92
Ge 3.35 0.38 0.93
Ge -0.86 1.89 2.88
Cl 2.41 -0.29 -1.31
Cl 0.09 -0.19 2.74
Cl -2.67 2.00 1.81
Cl -1.33 1.86 4.95
Cl 2.60 -1.92 1.47
Cl 5.41 -0.03 0.53
S 0.78 3.18 2.24
S -0.61 -3.82 -1.06
O -0.57 -0.96 -1.72
O -2.76 0.86 -1.66
O -0.31 0.99 -0.24
O 0.11 -2.98 0.05
O -1.80 -0.85 0.41
C -0.48 4.42 0.13
C -0.73 5.48 2.30
C -1.50 6.48 1.71
C -1.76 6.44 0.34
C 0.56 -3.78 -2.46
C 1.26 -5.14 -2.52
C -0.14 -5.49 -0.59
C -0.23 4.46 1.50
C -1.25 5.42 -0.44
C 1.28 -5.68 -1.09
H -2.36 7.22 -0.11
H -0.52 5.50 3.36
H 1.57 -6.73 -1.05
H -1.90 7.28 2.32
H 0.70 -5.82 -3.17
H 0.00 -3.50 -3.35
H 1.24 -2.97 -2.22
H 1.97 -5.11 -0.47
H -0.08 3.61 -0.46
H -0.85 -6.15 -1.10
H -1.45 5.40 -1.50
H -0.30 -5.58 0.49
H 2.25 -5.03 -2.94
```

Computed properties:
* orbital gap: 8.07 eV
* HOMO level: -12.0 eV
* energy above the lowest of the compared OMol25 structures with the same formula, charge and spin: 60.9 kJ/mol
* LUMO level: -3.9 eV
* net charge: +1